# 1
Entry from the Open Molecules 2025 dataset: a cluster of 2 separate species, C4H11NO3 in total at a distorted geometry (ωB97M-V/def2-TZVPD).

Geometry as XYZ:
```
19
Properties=species:S:1:pos:R:3:forces:R:3
C 0.7895 -1.0523 -1.5640 -1.26 -4.00 -0.28
C -0.6363 -0.6720 -0.9450 1.20 -4.70 -0.78
N -0.7673 -1.0023 0.4852 0.91 3.77 -0.07
C -1.7934 -0.1345 1.1993 3.86 1.80 -6.71
C -1.0176 1.2274 1.4462 -0.55 2.00 0.60
O -1.2009 2.1317 0.4881 -0.45 2.80 -0.68
O -0.4269 1.5466 2.4185 0.53 -1.48 1.48
H 1.5207 -0.2987 -1.6909 0.09 1.06 -0.27
H 0.6973 -1.6736 -2.5077 -0.46 1.61 0.35
H 1.3239 -1.9335 -1.1048 -0.63 1.06 0.83
H -1.5555 -1.2606 -1.3838 1.75 0.95 0.27
H -0.7468 0.3220 -1.2291 -0.93 2.22 0.40
H 0.1398 -1.0750 0.9952 -0.71 -0.82 -0.28
H -2.4747 0.0071 0.3724 -0.93 0.35 0.55
H -2.0939 -0.6571 1.9501 -2.11 -2.43 5.24
H -0.9880 3.1678 0.8032 -0.42 -4.26 -0.80
H 3.4713 0.0597 0.6343 0.51 -1.83 1.12
H 2.5427 0.5348 -0.4606 -2.48 -1.18 -2.04
O 3.2161 0.7625 0.0935 2.10 3.08 1.08
```
Forces are in eV/Å.

## Properties
energy relative to the best compared isomer or geometry (same formula, charge and spin): 296.0 kJ/mol
expectation value of S²: 0.756
total charge: +1
multiplicity: 2
gap between HOMO and LUMO (spin up / spin down): 11.39 / 6.38 eV
HOMO (spin up / spin down): -0.54829 / -0.54827 Eh
E_tot: -439.07993 hartree
molecular weight: 121.136 u
LUMO (spin up / spin down): -3.53 / -8.54 eV

Atomic partial charges in e from the Mulliken method, atoms 1 to 4: -1.4092 -0.0449 -0.0891 -0.6081

# 2
Entry from the Open Molecules 2025 dataset: a cluster of 2 separate species, C10H17F3O5 in total at a distorted geometry (ωB97M-V/def2-TZVPD).

Geometry as XYZ:
```
35
Properties=species:S:1:pos:R:3:forces:R:3
O -4.9863 -2.2354 4.9120 0.15 0.17 -0.61
C -4.1793 -2.1338 4.0323 -0.11 -0.68 0.84
C -2.7478 -2.6764 4.0416 -0.15 0.39 -0.90
C -2.3841 -2.5780 2.5593 0.25 -0.08 -0.04
C -3.1138 -1.2934 2.2566 -0.21 -0.31 0.44
C -3.2936 -0.8623 0.8288 -0.37 -0.34 0.21
O -2.0931 -0.4187 0.2015 0.41 0.38 0.12
C -1.4143 0.5811 0.8000 0.08 0.10 -0.31
F -0.5911 0.1148 1.7763 -0.30 0.38 -0.41
F -0.6496 1.1934 -0.1261 -0.46 -0.39 0.70
F -2.2307 1.4994 1.3637 0.48 -0.32 -0.21
O -4.4191 -1.5259 2.8403 -0.06 0.31 0.04
H -2.1197 -1.9661 4.5646 0.12 0.02 0.53
H -2.7027 -3.6533 4.4853 0.03 -0.29 0.28
H -1.3348 -2.5097 2.2990 0.29 0.03 0.30
H -2.7914 -3.4143 2.0036 -0.29 -0.11 -0.23
H -2.6705 -0.5360 2.8958 0.26 0.55 -0.34
H -3.6061 -1.7261 0.2624 -0.06 -0.17 -0.34
H -4.0783 -0.1211 0.7696 -0.06 0.38 -0.07
C 3.4440 3.0126 -3.8682 -0.05 0.09 0.00
O 3.1283 2.9708 -2.4885 0.04 -0.12 -0.04
C 2.0131 2.1472 -2.1856 0.11 0.13 0.16
C 2.4365 0.7701 -1.7146 -0.14 -0.14 -0.14
O 3.1216 0.0488 -2.7261 0.06 0.11 -0.01
C 4.5318 0.1096 -2.6098 -0.01 -0.07 0.02
H 4.4595 3.3937 -3.9632 -0.01 0.04 0.02
H 3.3924 2.0249 -4.3298 0.00 -0.02 0.02
H 2.7625 3.6894 -4.3955 0.00 -0.03 -0.04
H 1.3495 2.0670 -3.0520 0.00 -0.05 -0.03
H 1.4586 2.6387 -1.3816 -0.03 -0.02 0.00
H 1.5403 0.1972 -1.4618 0.00 0.01 0.03
H 3.0526 0.8469 -0.8134 0.03 0.05 0.00
H 4.8835 -0.5876 -1.8413 0.03 0.03 0.02
H 4.8769 1.1159 -2.3659 -0.01 0.02 0.01
H 4.9553 -0.1836 -3.5692 -0.02 -0.05 0.00
```
Forces are in eV/Å.

## Properties
energy relative to the best compared isomer or geometry (same formula, charge and spin): 0.0 kJ/mol
gap between HOMO and LUMO: 9.89 eV
HOMO: -0.33918 Eh
E_tot: -1067.01133 hartree
molecular weight: 274.235 u
LUMO: 0.66 eV

Atomic partial charges in e from the Mulliken method, atoms 1 to 4: -0.5614 0.4303 -0.5209 -0.5703

# 3
Entry from the Open Molecules 2025 dataset: a cluster of 5 separate species, H10O4S2 in total at a distorted geometry (ωB97M-V/def2-TZVPD).

Geometry as XYZ:
```
16
Properties=species:S:1:pos:R:3:forces:R:3
S 2.0879 -1.6698 0.0555 -0.55 0.66 0.41
S 0.8642 -0.0736 0.7189 0.43 0.03 0.21
H 1.1009 -2.0574 -0.7521 0.04 -0.43 -0.12
H 0.8914 -0.2635 2.0637 0.05 -0.29 -0.44
O -2.3576 1.8136 -7.1045 -0.29 -0.52 -0.08
H -2.6100 0.8980 -7.2990 0.31 0.24 0.03
H -3.2122 2.2259 -6.9558 -0.03 0.28 0.06
O -2.7735 2.0885 0.3000 -0.67 -0.27 1.44
H -2.9813 1.7499 -0.5636 -0.06 -0.21 -0.58
H -3.4543 1.6921 0.8929 0.72 0.45 -0.74
O -0.4035 3.1453 2.2340 0.33 -0.05 0.27
H 0.1183 2.4928 2.7122 0.09 0.15 0.02
H -1.1943 2.6671 1.9890 -0.40 -0.07 -0.40
O 0.6725 -3.8017 3.2813 0.12 -0.06 -0.02
H 1.3360 -4.4988 3.3172 -0.07 0.00 0.08
H 0.9356 -3.2815 2.5165 -0.02 0.11 -0.13
```
Forces are in eV/Å.

## Properties
energy relative to the best compared isomer or geometry (same formula, charge and spin): 89.8 kJ/mol
gap between HOMO and LUMO: 9.30 eV
HOMO: -0.34233 Eh
E_tot: -1103.29611 hartree
molecular weight: 138.210 u
LUMO: -0.01 eV

Atomic partial charges in e from the Mulliken method, atoms 1 to 4: -0.2633 -0.0852 0.1879 0.1424

# 4
Entry from the Open Molecules 2025 dataset: a structure of composition C34H64BClF5N5O13S3 at a distorted geometry (ωB97M-V/def2-TZVPD).

Geometry as XYZ:
```
126
Properties=species:S:1:pos:R:3:forces:R:3
C -1.4888 -1.2082 -2.1946 0.52 -0.36 -0.13
B 0.0822 -1.2335 -2.3048 -0.99 0.19 -0.01
O 0.6937 -0.5834 -3.3263 0.38 -0.01 0.18
C 0.9239 -2.0302 -1.2109 -0.13 0.31 -1.13
C 1.4347 -3.3458 -1.4965 0.36 0.26 0.82
S 1.1142 -4.0441 -3.0835 -1.26 -0.88 -0.46
O 0.6916 -5.4076 -2.9427 0.74 -0.26 0.21
O 0.2252 -3.2455 -3.8779 0.44 0.74 0.35
C 2.7385 -4.0423 -4.0324 -0.48 0.18 -0.17
F 3.5284 -5.0423 -3.6488 0.18 -0.07 0.36
F 2.3696 -4.2730 -5.2948 -0.15 -0.03 -0.27
C 3.5317 -2.7186 -4.0204 0.78 -0.59 -0.53
F 4.5847 -2.8933 -4.8366 0.03 0.02 0.03
F 4.0101 -2.4552 -2.8095 -0.17 0.20 0.32
F 2.8195 -1.7227 -4.4823 -0.21 0.29 0.11
C 2.1546 -4.0692 -0.5793 -0.04 -0.70 -0.26
C 2.7804 -5.4267 -0.7823 0.07 -0.41 0.30
C 2.4644 -6.4751 0.3183 0.98 0.33 0.23
C 3.7346 -6.9201 1.0710 0.29 0.27 0.47
C 3.4367 -7.1859 2.5553 -0.36 -0.82 -1.21
S 4.4071 -8.4970 3.2654 0.31 1.10 1.36
O 5.7848 -8.1254 3.2158 0.14 -0.29 -0.73
O 3.8714 -8.8025 4.5534 -0.40 -0.44 -0.22
Cl 4.0683 -10.0823 2.0287 0.00 0.03 0.00
C 2.3518 -3.4417 0.6863 -0.13 0.92 0.38
N 3.0434 -3.9411 1.7049 0.42 -0.81 0.08
S 3.0279 -2.9008 2.9044 -0.36 0.49 -0.31
N 2.1494 -1.7224 2.2255 0.25 0.09 0.71
C 1.8397 -2.1314 1.0126 -0.09 -0.75 -1.19
C 1.1102 -1.4427 -0.0094 0.00 0.66 0.88
O 0.6028 -0.1889 0.2566 0.46 -0.21 -0.41
C 1.6189 0.7907 0.5570 0.00 -0.01 0.10
C 1.3369 2.1419 -0.0648 0.67 0.12 -0.67
C 1.5549 2.1806 -1.5795 -0.23 -0.09 0.36
O 2.2845 3.0388 0.5363 -0.37 -0.06 0.35
H -1.8380 -0.7257 -1.2844 -0.03 0.03 0.12
H -1.9464 -0.7364 -3.0618 -0.16 0.13 -0.02
H -1.8375 -2.2414 -2.1903 -0.22 -0.01 0.15
H 0.0330 -0.3950 -3.9997 0.07 0.32 -0.05
H 2.5251 -5.8795 -1.7239 -0.14 0.23 -0.27
H 3.8592 -5.2720 -0.8003 0.15 0.07 -0.01
H 1.8026 -6.0422 1.0586 -0.44 -0.09 -0.08
H 2.0364 -7.3685 -0.1233 -0.46 0.07 -0.04
H 4.1844 -7.7972 0.6131 -0.07 -0.10 -0.12
H 4.4933 -6.1454 1.0510 0.07 0.15 -0.17
H 3.6425 -6.3203 3.1711 0.02 0.06 0.26
H 2.3966 -7.4924 2.6396 -0.05 -0.07 0.41
H 1.7289 0.9407 1.6230 -0.27 -0.16 0.23
H 2.5931 0.4491 0.1904 -0.01 -0.16 -0.18
H 0.3320 2.4769 0.1651 -0.02 0.21 0.39
H 2.2629 1.4137 -1.8818 -0.03 -0.18 -0.22
H 0.6125 2.0672 -2.1032 -0.01 -0.23 -0.27
H 1.9845 3.1420 -1.8401 -0.08 0.22 -0.04
H 3.1434 2.6089 0.4643 0.14 0.15 0.00
C 0.4511 8.4001 4.6040 -0.09 0.01 -0.10
O 0.2026 9.0841 3.3902 0.12 -0.12 0.14
C 1.3795 9.5025 2.7078 -0.13 0.26 -0.20
C 1.5486 8.7413 1.4105 -0.08 -0.25 0.12
N 1.8858 7.3464 1.6631 -0.07 0.12 -0.15
C 1.8532 6.4903 0.4785 0.07 -0.14 0.32
C 0.5060 6.2704 -0.2011 0.16 -0.11 -0.27
O -0.4247 5.5395 0.5805 -0.05 0.17 -0.01
C -1.2170 6.3107 1.4653 -0.03 -0.23 0.02
H -0.5087 8.2400 5.0925 -0.02 0.02 -0.03
H 0.9182 7.4245 4.4310 0.08 0.02 0.08
H 1.0874 8.9922 5.2681 0.03 -0.04 0.02
H 2.2647 9.3982 3.3412 -0.01 -0.11 0.02
H 1.2568 10.5648 2.4766 0.02 0.00 0.02
H 2.3504 9.2021 0.8261 0.00 -0.01 -0.02
H 0.6123 8.8423 0.8442 0.03 0.16 -0.05
H 1.2365 6.9738 2.3433 0.02 -0.02 0.05
H 2.2239 5.5104 0.7843 -0.01 -0.03 -0.09
H 2.5624 6.8827 -0.2575 -0.05 0.06 -0.02
H 0.6907 5.6571 -1.0878 -0.01 -0.02 0.02
H 0.0576 7.2038 -0.5623 -0.05 0.04 0.14
H -1.4127 7.3112 1.0725 0.06 0.04 0.02
H -0.7528 6.3897 2.4530 -0.02 0.15 0.01
H -2.1695 5.7938 1.5899 0.01 -0.01 -0.03
C -2.0539 4.6110 6.6601 0.13 0.02 -0.07
O -0.6716 4.3115 6.6914 -0.21 -0.03 0.02
C -0.3352 3.2053 7.5215 0.33 0.05 0.06
C 0.1651 2.0417 6.6924 -0.19 0.05 -0.20
N -0.9140 1.4480 5.9131 0.16 -0.02 0.04
C -0.4713 0.4660 4.9260 -0.25 0.12 0.03
C 0.3947 0.9583 3.7720 -0.05 -0.22 -0.06
O -0.2750 1.8306 2.8763 0.17 0.11 0.26
C -0.2390 3.2029 3.2384 -0.19 0.03 -0.33
H -2.1761 5.5368 6.1001 0.04 0.01 -0.01
H -2.6270 3.8245 6.1574 -0.08 -0.01 0.09
H -2.4497 4.7572 7.6694 -0.05 -0.03 0.00
H -1.1803 2.9059 8.1474 -0.07 -0.02 -0.09
H 0.4713 3.5343 8.1834 -0.02 0.00 0.02
H 0.5830 1.2812 7.3586 0.01 -0.02 -0.01
H 0.9753 2.4176 6.0525 0.11 0.01 0.12
H -1.4104 2.1846 5.4293 -0.03 0.01 0.00
H -1.3719 0.0224 4.4941 0.04 -0.05 -0.04
H 0.0581 -0.3389 5.4466 0.05 0.03 0.02
H 0.6692 0.0831 3.1849 -0.02 -0.08 -0.02
H 1.3378 1.4035 4.1153 -0.08 0.13 0.04
H 0.6816 3.4610 3.7675 0.00 -0.02 0.06
H -1.1050 3.4773 3.8485 0.08 0.04 0.12
H -0.2852 3.7881 2.3181 0.07 -0.06 0.01
C -6.6670 -1.8844 -7.5681 -0.05 -0.08 0.12
O -6.7435 -3.1993 -7.0528 0.10 0.17 -0.10
C -5.8962 -4.1325 -7.7141 -0.15 -0.30 0.07
C -4.7934 -4.6074 -6.7926 0.04 0.26 0.10
N -3.8329 -3.5432 -6.5287 -0.04 -0.15 0.06
C -2.8623 -3.8566 -5.4813 -0.02 0.25 -0.13
C -3.3863 -4.0447 -4.0624 0.28 -0.11 0.13
O -3.9124 -2.8639 -3.4789 -0.20 -0.14 -0.12
C -5.2808 -2.6103 -3.7428 0.13 0.18 0.13
H -7.4371 -1.2937 -7.0748 -0.01 -0.04 0.02
H -5.6937 -1.4255 -7.3627 0.02 0.03 -0.11
H -6.8520 -1.8708 -8.6461 0.04 0.04 -0.02
H -5.4833 -3.7114 -8.6349 0.05 0.09 0.05
H -6.5161 -4.9913 -7.9876 0.00 0.01 -0.03
H -4.2733 -5.4478 -7.2609 0.02 -0.01 0.02
H -5.2675 -4.9706 -5.8705 -0.06 -0.14 -0.07
H -4.3371 -2.7087 -6.2593 -0.01 0.03 -0.02
H -2.1401 -3.0371 -5.4584 0.05 -0.05 0.05
H -2.3081 -4.7532 -5.7737 -0.02 -0.04 0.01
H -2.5300 -4.3268 -3.4428 0.00 0.02 0.00
H -4.1066 -4.8674 -3.9827 -0.11 0.07 -0.07
H -5.8539 -3.5334 -3.8574 0.01 -0.02 -0.07
H -5.4080 -1.9864 -4.6321 -0.10 -0.10 -0.07
H -5.6814 -2.0549 -2.8941 0.02 -0.03 0.02
```
Forces are in eV/Å.

## Properties
gap between HOMO and LUMO: 7.03 eV
HOMO: -0.31600 Eh
E_tot: -4764.61514 hartree
molecular weight: 988.364 u
LUMO: -1.57 eV

Atomic partial charges in e from the Mulliken method, atoms 1 to 4: -1.0493 1.0371 -0.8017 -0.6863

# 5
Entry from the Open Molecules 2025 dataset: the molecule C3H7N3OS at a distorted geometry (ωB97M-V/def2-TZVPD).

Geometry as XYZ:
```
15
Properties=species:S:1:pos:R:3:forces:R:3
H 0.7442 2.1371 2.7757 0.77 0.94 -0.52
N 0.3454 1.3134 3.1589 -1.18 -1.47 0.17
C -0.1950 0.6325 2.2301 -0.35 0.22 0.21
N -0.1501 1.0310 0.8568 -1.17 0.67 2.51
C -0.2766 0.1954 -0.0618 1.32 -1.83 -1.59
N -0.8087 0.4995 -1.3067 1.17 -1.97 0.30
S -0.1099 -0.2398 -2.6893 -1.48 -1.52 -0.16
O 0.2323 -1.0712 -0.0869 -0.58 -0.34 0.45
C 0.9622 -1.5725 1.0717 -1.13 0.80 1.46
H -0.8327 -0.2850 2.5396 0.98 1.68 -0.69
H -1.0780 1.4282 -1.4491 -0.53 1.44 0.04
H -0.9420 -1.4266 -2.7155 1.17 1.79 -0.01
H 0.1981 -1.6363 1.9882 1.98 -1.00 -2.26
H 1.5420 -2.5017 0.7675 -1.13 1.26 0.45
H 1.6191 -0.7496 1.4151 0.18 -0.68 -0.34
```
Forces are in eV/Å.

## Properties
energy relative to the best compared isomer or geometry (same formula, charge and spin): 274.4 kJ/mol
gap between HOMO and LUMO: 9.95 eV
HOMO: -0.34510 Eh
E_tot: -756.12978 hartree
molecular weight: 133.176 u
LUMO: 0.56 eV

Atomic partial charges in e from the Mulliken method, atoms 1 to 4: 0.2766 -0.6383 -0.0652 -0.5930

# 6
Entry from the Open Molecules 2025 dataset: a structure of composition C24H15CoF14N2O2S (ωB97M-V/def2-TZVPD).

Geometry as XYZ:
```
59
Properties=species:S:1:pos:R:3:forces:R:3
Co -0.0231 0.5999 0.7247 -0.18 0.01 -0.07
F 6.3607 0.0712 3.4295 -0.05 0.02 -0.02
C 5.1690 0.5689 3.0632 0.08 -0.06 0.03
C 4.0658 -0.2547 2.9612 -0.03 -0.12 0.02
F 4.1884 -1.5624 3.2371 -0.01 0.06 -0.01
C 2.8436 0.2709 2.5897 -0.09 0.00 0.00
F 1.8028 -0.5740 2.5362 0.06 0.02 -0.01
C 2.6551 1.6208 2.2952 0.14 -0.03 -0.01
S 1.1214 2.3081 1.8346 -0.08 0.06 0.03
C 3.7956 2.4180 2.4116 -0.07 0.02 -0.02
F 3.7211 3.7308 2.1515 0.03 -0.04 0.02
C 5.0260 1.9138 2.7872 0.07 0.12 -0.01
F 6.0934 2.7232 2.8816 -0.05 -0.02 0.00
F 5.8830 -3.8026 -5.3120 -0.04 0.00 -0.01
C 4.5536 -3.8160 -5.5664 0.03 -0.03 -0.02
F 4.2062 -5.1238 -5.6258 0.02 0.04 -0.01
F 4.3949 -3.3188 -6.8076 0.00 -0.02 0.03
C 3.7719 -3.0711 -4.5347 -0.02 0.02 -0.01
C 2.9710 -1.9911 -4.8752 -0.01 0.01 0.01
C 2.2611 -1.3201 -3.8935 -0.01 -0.01 0.00
C 2.3367 -1.7140 -2.5531 0.03 -0.01 -0.02
C 3.1491 -2.8109 -2.2300 0.01 0.01 -0.01
C 3.8578 -3.4799 -3.2082 -0.01 0.00 0.04
C 1.6129 -1.0152 -1.5400 0.03 0.01 -0.04
C 0.9997 -0.4071 -0.6814 -0.09 0.04 0.18
H 2.9030 -1.6729 -5.9063 0.00 0.00 0.00
H 1.6352 -0.4769 -4.1529 0.00 -0.01 0.00
H 3.2148 -3.1211 -1.1960 0.00 0.00 0.00
H 4.4846 -4.3232 -2.9447 0.00 0.00 0.01
C -0.6816 2.8242 -1.4617 -0.02 -0.04 0.03
C -1.9557 2.2106 -0.8714 -0.07 0.11 0.03
O -1.7543 1.4065 0.2078 0.16 -0.15 -0.08
C -2.8779 3.3651 -0.4112 0.07 0.05 -0.02
F -3.2108 4.2242 -1.3990 -0.02 -0.01 0.01
F -4.0383 2.9265 0.1206 -0.03 0.02 0.01
F -2.2686 4.0870 0.5396 -0.03 0.01 0.00
C -2.6616 1.3885 -1.9791 0.02 0.03 -0.01
F -1.8775 0.3808 -2.3767 0.00 0.00 -0.01
F -3.8201 0.8398 -1.5592 -0.01 -0.01 -0.01
F -2.9608 2.1129 -3.0817 0.01 -0.01 0.02
H -0.1723 3.3824 -0.6771 0.01 -0.01 -0.02
H -0.8923 3.4833 -2.3037 0.00 0.00 -0.01
H -0.0274 2.0149 -1.7859 0.01 0.00 -0.01
N -1.2113 -0.6030 2.0138 0.32 -0.18 -0.06
C -2.3301 -0.8289 2.1649 -0.25 0.24 0.10
N -3.6353 -0.9555 2.2511 -0.01 -0.16 -0.14
C -4.4668 0.0439 1.5613 0.01 0.00 -0.07
C -5.1788 0.8828 2.5993 0.03 0.01 0.02
O -5.8946 0.0582 3.5162 -0.01 -0.02 0.05
C -5.0202 -0.7916 4.2340 0.00 0.04 -0.03
C -4.2885 -1.7362 3.2940 0.02 0.04 0.05
H -5.1920 -0.4831 0.9366 0.00 -0.04 0.01
H -3.8179 0.6473 0.9249 -0.02 -0.03 0.07
H -5.9082 1.5388 2.1291 -0.01 0.01 -0.01
H -4.4501 1.4956 3.1436 0.00 0.02 0.01
H -5.6297 -1.3519 4.9423 -0.01 0.00 0.01
H -4.2870 -0.1933 4.7909 0.00 0.02 0.01
H -5.0028 -2.4201 2.8284 0.00 0.00 -0.03
H -3.5434 -2.3198 3.8328 0.01 -0.01 -0.02
```
Forces are in eV/Å.

## Properties
energy relative to the best compared isomer or geometry (same formula, charge and spin): 0.0 kJ/mol
expectation value of S²: 3.759
total charge: -1
multiplicity: 4
gap between HOMO and LUMO (spin up / spin down): 7.43 / 7.51 eV
HOMO (spin up / spin down): -0.18557 / -0.18844 Eh
E_tot: -4362.72226 hartree
molecular weight: 720.368 u
LUMO (spin up / spin down): 2.38 / 2.38 eV

Atomic partial charges in e from the Mulliken method, atoms 1 to 4: 0.5708 -0.3194 0.6578 -0.1705